{
  "formula": "C41H96N4O9",
  "method": "the ωB97M-V functional and the def2-TZVPD basis",
  "symbols": ["C", "O", "H", "H", "H", "H", "C", "O", "H", "H", "H", "H", "C", "O", "H", "H", "H", "H", "C", "O", "H", "H", "H", "H", "C", "O", "H", "H", "H", "H", "C", "C", "C", "C", "C", "C", "N", "O", "C", "C", "C", "H", "H", "H", "H", "H", "H", "H", "H", "H", "H", "H", "H", "H", "H", "H", "H", "H", "H", "H", "C", "C", "C", "C", "C", "C", "N", "O", "C", "C", "C", "H", "H", "H", "H", "H", "H", "H", "H", "H", "H", "H", "H", "H", "H", "H", "H", "H", "H", "H", "C", "C", "C", "C", "C", "C", "N", "O", "C", "C", "C", "H", "H", "H", "H", "H", "H", "H", "H", "H", "H", "H", "H", "H", "H", "H", "H", "H", "H", "H", "C", "C", "C", "C", "C", "C", "N", "O", "C", "C", "C", "H", "H", "H", "H", "H", "H", "H", "H", "H", "H", "H", "H", "H", "H", "H", "H", "H", "H", "H"],
  "coordinates": [[-13.61251, 1.37851, 15.54605], [-12.65678, 1.98913, 16.40469], [-13.45476, 1.86262, 14.61937], [-13.43424, 0.27608, 15.32764], [-14.63664, 1.57522, 15.87932], [-12.82053, 1.92179, 17.36016], [-12.88941, -4.99975, 20.62666], [-12.85145, -3.60863, 20.41223], [-12.93901, -5.61400, 19.76287], [-12.11530, -5.42970, 21.25947], [-13.85836, -5.26040, 21.07577], [-12.98300, -3.54912, 19.44488], [-11.47402, -2.67786, 16.83323], [-12.53759, -3.35082, 17.51805], [-10.84205, -3.28960, 16.16241], [-11.84200, -1.80998, 16.19579], [-10.86266, -2.23663, 17.62841], [-13.30118, -3.58732, 16.95393], [-9.03676, -1.88407, 24.03455], [-10.14747, -1.16932, 23.37532], [-9.51985, -2.79426, 24.43212], [-8.30305, -2.05331, 23.29742], [-8.67138, -1.31655, 24.88395], [-10.84729, -1.13538, 24.04935], [-13.09122, -0.07058, 19.69803], [-12.46830, 0.92555, 18.97401], [-14.16526, 0.06870, 19.83492], [-12.96440, -1.05930, 19.23295], [-12.72905, -0.05176, 20.70543], [-11.52584, 1.00251, 19.26836], [-14.46752, -2.45034, 26.90311], [-13.33794, -2.36428, 25.87351], [-13.68029, -3.26797, 24.75969], [-14.74196, -2.72973, 23.77093], [-14.23636, -1.37503, 23.22450], [-13.93447, -0.39346, 24.32850], [-12.95439, -1.05538, 25.27257], [-12.69727, -0.18640, 26.40958], [-13.08984, 0.75131, 23.74219], [-15.26481, 0.18701, 24.92570], [-12.07444, -2.87017, 26.51907], [-14.19862, -1.87654, 27.77577], [-14.58712, -3.43591, 27.30249], [-15.47792, -2.18265, 26.54218], [-12.77665, -3.57163, 24.21374], [-14.07991, -4.18103, 25.21415], [-15.69076, -2.57509, 24.27555], [-15.02207, -3.56642, 23.08642], [-14.97233, -0.87677, 22.48586], [-13.31691, -1.55867, 22.60031], [-12.85453, 1.48960, 24.50452], [-12.11851, 0.40645, 23.40688], [-13.64122, 1.34992, 22.94693], [-15.16826, 0.91490, 25.76117], [-15.81318, 0.73227, 24.07539], [-15.98428, -0.55533, 25.17550], [-11.29652, -2.98523, 25.76285], [-12.26575, -3.81225, 27.03333], [-11.74544, -2.12265, 27.27635], [-13.58334, 0.12066, 26.72628], [-8.99530, -0.52409, 19.60145], [-8.65916, 0.80128, 20.23841], [-8.04878, 1.70066, 19.14691], [-7.79850, 3.14928, 19.58162], [-9.21498, 3.70193, 19.94115], [-9.89108, 2.80756, 20.98966], [-9.91577, 1.40489, 20.59666], [-10.51134, 0.65378, 21.65086], [-9.30166, 3.08396, 22.35926], [-11.39063, 3.20631, 21.15645], [-7.61907, 0.62782, 21.35519], [-9.72114, -0.31554, 18.74451], [-9.38112, -1.15370, 20.38033], [-8.14739, -1.06701, 19.18517], [-7.14316, 1.24340, 18.82750], [-8.74247, 1.84372, 18.33541], [-7.26774, 3.72855, 18.85847], [-7.20583, 3.19463, 20.45317], [-9.79791, 3.57312, 19.05253], [-9.15415, 4.72533, 20.29697], [-9.64045, 4.04873, 22.69654], [-9.48407, 2.38115, 23.20056], [-8.21305, 3.24378, 22.31189], [-11.91520, 2.57425, 21.86297], [-11.36639, 4.24124, 21.53407], [-12.04345, 3.10199, 20.29134], [-7.09033, 1.47189, 21.78275], [-6.76626, 0.02978, 20.98185], [-7.98794, 0.07713, 22.20441], [-9.91288, 0.71761, 22.40479], [-18.57829, 5.62656, 18.04872], [-18.19253, 4.15418, 18.29204], [-17.89630, 3.43230, 16.96376], [-17.08380, 2.10101, 17.13432], [-15.80686, 2.46721, 18.03618], [-16.15241, 3.03504, 19.38094], [-16.93509, 4.27909, 19.06615], [-17.26266, 5.10603, 20.21164], [-16.84953, 2.04629, 20.36106], [-14.81082, 3.42919, 20.09109], [-19.37217, 3.45739, 19.05700], [-17.69778, 6.18915, 17.83726], [-19.12344, 6.02051, 18.91910], [-19.25837, 5.64198, 17.19549], [-18.75853, 3.19773, 16.39771], [-17.24272, 4.11902, 16.36095], [-16.84255, 1.68189, 16.13463], [-17.72281, 1.32223, 17.56460], [-15.27042, 3.31718, 17.53601], [-15.12628, 1.63089, 18.17950], [-17.28150, 2.55237, 21.19434], [-17.63107, 1.38412, 19.97881], [-16.10412, 1.32791, 20.69009], [-15.01108, 3.89785, 21.08621], [-14.35232, 2.46992, 20.13085], [-14.17960, 4.03454, 19.40888], [-19.33825, 2.40675, 18.87265], [-20.25165, 3.89985, 18.59573], [-19.39764, 3.69638, 20.11235], [-16.91022, 5.98415, 19.99243], [-16.73763, -4.51759, 13.97087], [-16.55535, -3.19003, 14.71094], [-17.82259, -2.34026, 14.63869], [-17.88409, -1.13885, 15.55047], [-17.78251, -1.58597, 16.97474], [-16.43553, -2.36741, 17.18269], [-16.43544, -3.46863, 16.13703], [-15.11771, -4.14973, 16.25677], [-15.31607, -1.40795, 16.99837], [-16.38492, -3.04339, 18.56554], [-15.45332, -2.33769, 14.07268], [-17.24774, -4.46148, 12.99218], [-17.30428, -5.21471, 14.65389], [-15.80170, -5.03701, 13.71770], [-17.93413, -1.90472, 13.65403], [-18.68126, -3.00651, 14.89618], [-18.83236, -0.71370, 15.27045], [-17.09036, -0.42901, 15.28014], [-18.64102, -2.27372, 17.24090], [-17.94773, -0.79268, 17.67538], [-15.52522, -0.61836, 16.25986], [-15.15193, -0.90909, 17.95079], [-14.39538, -1.85995, 16.73022], [-16.79927, -2.41118, 19.37624], [-16.91068, -4.01182, 18.49195], [-15.31828, -3.26024, 18.83104], [-15.61815, -2.20655, 12.99514], [-14.56052, -2.92792, 14.31259], [-15.42598, -1.35334, 14.53787], [-15.28614, -4.92001, 16.81510]],
  "forces_ev_per_angstrom": [[0.5, -0.7, 0.9], [0.1, 0.1, -0.3], [-0.1, 0.5, -1.2], [-0.2, 1.0, 0.7], [0.1, -0.3, -0.1], [-0.3, -0.7, -0.4], [-1.4, -0.5, 1.3], [0.2, -0.5, -0.9], [0.5, -0.2, -1.4], [0.3, 0.6, 0.1], [0.1, 0.1, 0.5], [0.4, 0.7, 0.4], [-0.5, 1.2, -0.5], [0.0, -0.3, -0.4], [-0.4, -0.2, 0.5], [0.2, -0.9, 0.8], [0.0, -0.2, -0.3], [0.5, 0.3, -0.1], [-3.1, 0.3, 0.5], [1.1, -0.4, 1.1], [0.9, -0.1, -0.3], [0.9, -0.4, -0.7], [0.3, 0.2, 0.0], [-0.1, 0.0, -0.2], [-0.5, -1.2, 0.6], [0.9, 1.2, -0.7], [-0.2, 0.5, -0.5], [0.1, 0.1, 0.2], [0.5, -0.5, 0.7], [-0.8, 0.0, 0.0], [-0.6, 1.2, 0.0], [0.1, 0.1, -0.1], [-0.9, -1.4, -1.6], [0.2, -0.3, 0.2], [-0.5, -0.8, -2.4], [0.7, 1.0, 0.5], [-1.3, 0.3, 1.3], [-0.9, 0.4, -0.5], [-0.9, 1.3, -0.3], [0.0, 1.2, -1.4], [0.5, 0.5, 1.1], [-0.2, 0.6, 0.3], [0.3, -0.9, -0.1], [0.6, 0.2, 0.1], [-0.2, 0.2, -0.1], [0.1, -0.1, -0.1], [-0.2, 0.2, 0.5], [0.7, 1.0, -0.2], [0.9, -0.8, 1.2], [-0.7, 0.2, 0.7], [-0.1, 0.1, 0.3], [-0.2, -0.2, -0.5], [0.6, -1.0, 0.7], [0.1, -0.5, -0.5], [1.1, -0.4, 1.1], [-0.3, -0.8, 0.6], [0.0, -0.1, 0.1], [0.1, -0.1, -0.1], [0.0, -0.6, -0.5], [0.9, -0.4, -0.3], [-0.5, -0.1, -1.1], [1.4, 0.8, -1.0], [0.0, 1.2, 0.6], [-1.8, -0.6, 0.7], [1.2, -1.2, 0.0], [-1.8, 0.6, 0.8], [-0.5, -0.1, 0.4], [-0.1, 0.3, -1.0], [1.7, 0.1, 0.9], [0.2, 0.6, -0.1], [1.0, -0.8, 0.0], [0.7, -0.6, 1.3], [-0.8, -0.5, 0.1], [0.3, 0.3, -0.1], [0.7, -0.5, -0.6], [-0.3, -0.7, -0.7], [0.0, 0.4, -0.8], [0.9, 0.0, 1.1], [-0.6, 0.6, -0.7], [-0.3, 0.2, -0.1], [-0.4, 0.3, 0.2], [-0.1, 0.3, -0.7], [-0.2, -0.4, 0.0], [0.4, 0.0, 0.6], [-0.5, -0.3, -0.3], [0.5, 0.3, -0.5], [-0.5, 0.7, -0.3], [-0.5, 0.0, -0.1], [-0.4, -0.4, 0.3], [0.0, -0.4, 0.2], [-1.4, -1.1, -0.1], [-0.2, 0.1, 0.9], [2.5, -0.1, 0.3], [0.6, 1.1, 0.7], [-0.9, 0.0, -1.7], [-0.9, 1.3, 1.6], [0.3, 0.0, -0.2], [0.6, -0.9, 0.1], [0.2, -0.7, -1.0], [-1.3, 0.6, -0.9], [0.7, 1.2, -1.0], [0.6, 0.6, -0.2], [0.3, 0.0, -0.3], [0.0, 0.3, -0.1], [-1.2, 0.1, -0.4], [-0.6, -0.5, 0.3], [0.3, 0.5, 0.5], [0.2, 0.2, 0.4], [-0.2, -1.0, 0.1], [0.1, -0.2, -0.2], [-0.1, 0.5, 0.7], [-0.1, 0.4, -0.5], [0.3, 0.1, 0.4], [0.4, -0.4, -0.9], [0.9, -0.6, 0.7], [-0.5, 0.1, 0.6], [-0.2, -0.8, 0.1], [-0.4, -0.3, 0.1], [0.2, 0.0, 0.2], [0.0, -0.6, 0.0], [-0.3, -1.2, 0.3], [-1.0, 1.4, -0.6], [-0.9, -0.9, -0.1], [0.2, -0.3, -0.4], [-0.7, -1.8, 0.6], [-1.4, -0.1, -0.8], [1.5, -0.9, 1.1], [-0.5, 0.3, 0.3], [0.1, 1.7, 0.4], [0.8, -0.4, -0.1], [0.4, -0.8, 0.6], [-0.1, 0.4, 0.6], [0.4, 0.7, -0.8], [0.0, 0.4, 0.4], [-0.1, -0.6, -0.6], [0.3, 0.5, -0.4], [-0.4, 0.7, 0.4], [-0.4, 0.0, 0.1], [0.8, 0.3, -0.6], [0.6, 0.6, 0.6], [0.1, -0.4, 0.5], [0.1, 0.2, 0.1], [0.8, -0.5, -0.2], [0.1, -0.3, -0.6], [0.0, 0.5, 0.3], [-0.8, 0.2, -0.1], [0.1, -0.3, 0.3], [0.4, 0.7, -0.6], [0.3, -0.2, -0.3], [-0.2, 0.1, -0.2]],
  "smiles": "CC1(C)CCCC(C)(C)N1O.CC1(C)CCCC(C)(C)N1O.CC1(C)CCCC(C)(C)N1O.CC1(C)CCCC(C)(C)N1O.CO.CO.CO.CO.CO",
  "e_above_lowest_kcal_mol": 0.00,
  "gap_ev": 8.96,
  "fmax_ev_per_a": 3.1
}